1.
25
Properties=species:S:1:pos:R:3 method="wB97M-V/def2-TZVPD" total_charge=+1 largest_force_ev_per_a=3.52 e_above_lowest_ev=3.740 homo_lumo_gap_ev=6.544
C -1.290 0.224 -1.217
C -2.149 -0.528 -0.367
C -1.993 -2.048 -0.537
C 3.739 0.192 -0.899
C 2.469 0.680 1.333
C -3.286 1.250 0.969
C 2.467 0.034 -0.067
N -2.984 -0.097 0.556
S -0.861 1.840 -1.193
H -0.771 -0.518 -1.911
H -2.607 -2.534 0.174
H -0.940 -2.127 -0.430
H -2.179 -2.446 -1.662
H 3.549 0.796 -1.801
H 4.250 -0.793 -1.178
H 4.639 0.513 -0.238
H 1.408 0.603 1.751
H 2.776 1.674 1.069
H 3.413 0.269 1.801
H -2.894 2.009 0.233
H -4.452 1.164 0.953
H -2.953 1.456 2.023
H 2.459 -1.039 -0.038
H -3.302 -0.816 1.179
H 1.491 0.242 -0.501

***

2.
19
Properties=species:S:1:pos:R:3 method="wB97M-V/def2-TZVPD" total_charge=+1 largest_force_ev_per_a=5.72 e_above_lowest_ev=4.857 homo_lumo_gap_ev=9.469
C 2.470 -0.340 0.491
C 1.397 -0.835 -0.147
C 0.465 -1.814 0.466
C 0.953 -0.049 -1.236
N -0.007 0.806 -1.235
N -0.949 1.127 -0.311
C -0.832 2.097 0.524
C -2.208 0.321 -0.385
H 2.858 -0.666 1.460
H 3.203 0.268 0.070
H -0.044 -1.606 1.401
H 0.916 -2.681 0.726
H -0.414 -2.038 -0.142
H 1.315 0.061 -2.203
H -1.755 2.294 1.185
H 0.005 2.627 0.509
H -2.450 0.027 0.594
H -2.970 0.944 -0.745
H -1.955 -0.544 -1.022

***

3.
83
Properties=species:S:1:pos:R:3 method="wB97M-V/def2-TZVPD" total_charge=-2 largest_force_ev_per_a=1.69 e_above_lowest_ev=3.112 homo_lumo_gap_ev=5.270
Sc -0.001 -0.235 -0.006
C -3.761 -3.473 -2.770
C -3.020 -2.613 -1.749
O -1.798 -2.393 -1.974
C -3.722 -2.209 -0.614
C -3.008 -1.504 0.420
C -2.897 -2.110 1.802
N -2.292 -0.445 0.237
N -2.653 0.335 -0.887
C -1.793 0.591 -1.818
O -0.540 0.252 -1.920
C -2.326 1.371 -2.986
C -1.429 1.950 -3.879
C -1.892 2.660 -4.979
C -3.256 2.793 -5.203
C -4.155 2.210 -4.316
C -3.694 1.505 -3.214
H -3.226 -4.418 -2.904
H -3.749 -2.953 -3.731
H -4.795 -3.675 -2.485
H -4.690 -2.655 -0.410
H -3.702 -2.828 1.967
H -2.911 -1.335 2.570
H -1.946 -2.644 1.895
H -0.371 1.825 -3.682
H -1.184 3.108 -5.669
H -3.618 3.342 -6.065
H -5.221 2.305 -4.487
H -4.370 1.039 -2.509
C 3.178 -2.418 3.279
S 2.278 -1.241 2.228
C 2.030 -0.005 3.494
O 0.947 -1.930 2.050
H 2.563 -2.686 4.139
H 4.122 -1.976 3.603
H 3.375 -3.302 2.673
H 2.988 0.484 3.683
H 1.631 -0.474 4.394
H 1.319 0.706 3.067
C 5.084 2.722 -3.196
N 4.136 3.808 -3.216
C 4.323 5.068 -3.757
C 3.187 5.762 -3.547
N 2.312 4.925 -2.881
C 0.967 5.236 -2.447
C 2.889 3.706 -2.661
Se 2.158 2.303 -1.752
H 6.000 3.048 -3.687
H 4.667 1.854 -3.708
H 5.287 2.426 -2.166
H 5.242 5.352 -4.238
H 2.923 6.770 -3.811
H 0.737 6.261 -2.734
H 0.889 5.114 -1.367
H 0.258 4.545 -2.904
O 1.261 0.708 0.670
C 2.298 -3.975 -1.438
C 1.031 -3.410 -0.830
C -0.090 -4.312 -0.437
O 0.956 -2.215 -0.664
H 2.271 -5.057 -1.546
H 3.136 -3.683 -0.803
H 2.451 -3.506 -2.411
H 0.109 -5.363 -0.635
H -0.966 -3.934 -0.982
H -0.291 -4.151 0.626
F -0.844 4.443 7.880
C -1.742 4.362 6.873
C -1.348 4.074 5.621
N -2.215 4.019 4.567
C -1.685 3.611 3.255
C -1.174 2.133 3.244
O -0.649 1.768 4.325
O -1.282 1.561 2.157
C -3.566 4.183 4.753
O -4.404 4.138 3.876
N -3.931 4.450 6.071
C -3.126 4.587 7.193
O -3.599 4.872 8.283
H -0.319 3.851 5.384
H -0.810 4.236 3.063
H -2.438 3.795 2.498
H -4.921 4.583 6.212

***

4.
12
Properties=species:S:1:pos:R:3 method="wB97M-V/def2-TZVPD" total_charge=0 largest_force_ev_per_a=3.92 e_above_lowest_ev=7.097 homo_lumo_gap_ev=9.243
C -0.194 1.404 1.143
C -0.487 0.436 0.308
C 1.444 -0.036 -0.753
Si -1.524 -0.998 -0.231
Cl 2.059 -1.636 -0.294
Cl 2.453 1.205 -0.372
H -0.781 2.000 1.793
H 0.965 1.682 1.170
H 1.239 -0.057 -1.770
H -0.585 -1.555 -1.441
H -2.918 -0.778 -0.651
H -1.669 -1.668 1.098

***

5.
60
Properties=species:S:1:pos:R:3 method="wB97M-V/def2-TZVPD" total_charge=0 largest_force_ev_per_a=0.53 smiles="CCN(CC(=O)Br)S(=O)(=O)F.O=C1C=C(O)C(=O)C=C1O.O=C1C=C(O)C(=O)C=C1O.O=C1C=C(O)C(=O)C=C1O" homo_lumo_gap_ev=7.968
C 0.833 -4.174 -0.109
C -0.574 -4.388 -0.672
N -1.556 -3.447 -0.051
C -2.856 -3.995 0.319
C -3.683 -4.494 -0.858
O -3.331 -5.278 -1.660
Br -5.489 -3.755 -0.899
S -1.720 -1.987 -0.768
O -2.258 -2.090 -2.082
O -2.220 -1.041 0.165
F -0.195 -1.707 -0.949
H 1.393 -3.478 -0.726
H 1.374 -5.109 -0.006
H 0.715 -3.712 0.867
H -0.932 -5.381 -0.418
H -0.596 -4.293 -1.757
H -2.671 -4.862 0.955
H -3.418 -3.272 0.903
O 1.124 -0.122 -4.583
C 0.318 0.784 -4.474
C -0.673 0.880 -3.422
C -1.507 1.925 -3.405
O -2.439 2.093 -2.473
C -1.452 3.021 -4.436
O -2.253 3.930 -4.320
C -0.457 2.929 -5.488
C 0.375 1.879 -5.511
O 1.317 1.703 -6.426
H -0.702 0.119 -2.659
H -2.886 2.942 -2.666
H -0.421 3.718 -6.225
H 1.762 0.862 -6.200
O 0.829 -2.009 2.579
C 1.942 -1.907 3.063
C 2.605 -2.937 3.834
C 3.834 -2.700 4.314
O 4.527 -3.570 5.029
C 4.551 -1.391 4.080
O 5.660 -1.282 4.570
C 3.890 -0.365 3.300
C 2.661 -0.603 2.819
O 1.971 0.266 2.097
H 2.083 -3.869 4.000
H 5.373 -3.132 5.247
H 4.412 0.566 3.133
H 1.114 -0.159 1.892
O -2.891 3.868 0.034
C -1.934 4.201 0.708
C -1.887 5.397 1.526
C -0.768 5.679 2.206
O -0.620 6.746 2.976
C 0.454 4.794 2.150
O 1.420 5.154 2.799
C 0.403 3.593 1.345
C -0.719 3.301 0.669
O -0.861 2.230 -0.091
H -2.763 6.029 1.555
H 0.289 6.698 3.333
H 1.279 2.960 1.319
H -1.774 2.244 -0.452

***

6.
17
Properties=species:S:1:pos:R:3 method="wB97M-V/def2-TZVPD" total_charge=0 largest_force_ev_per_a=4.30 smiles=NCCCCO e_above_lowest_ev=2.319 homo_lumo_gap_ev=9.950
N -2.453 0.102 1.197
C -0.990 0.195 1.327
C -0.336 -0.755 0.242
C 0.028 -0.020 -1.032
C 1.393 0.672 -0.846
O 2.460 -0.287 -0.858
H -2.922 0.483 2.011
H -2.768 0.452 0.217
H -0.760 -0.190 2.401
H -0.780 1.298 1.363
H 0.622 -1.180 0.787
H -0.979 -1.542 0.033
H 0.151 -0.786 -1.871
H -0.771 0.809 -1.342
H 1.592 1.448 -1.804
H 1.279 1.054 0.178
H 2.263 -0.819 -1.632

***

7.
16
Properties=species:S:1:pos:R:3 method="wB97M-V/def2-TZVPD" total_charge=0 largest_force_ev_per_a=7.93 smiles="C[C@H]1N[C@H]1CC=O" e_above_lowest_ev=4.658 homo_lumo_gap_ev=9.133
C 0.749 -1.108 1.227
C 0.475 -1.083 -0.257
N -0.881 -1.433 -0.706
C -0.387 -0.102 -0.944
C -0.969 1.033 -0.231
C 0.361 2.060 -0.133
O 1.555 2.184 0.052
H -0.122 -0.782 1.802
H 0.988 -2.129 1.544
H 1.599 -0.463 1.476
H 1.301 -1.439 -0.870
H -0.861 -1.946 -1.577
H -0.075 0.213 -1.940
H -1.404 0.745 0.770
H -1.835 1.503 -0.753
H -0.514 2.748 0.544

***

8.
48
Properties=species:S:1:pos:R:3 method="wB97M-V/def2-TZVPD" total_charge=-1 largest_force_ev_per_a=2.39 homo_lumo_gap_ev=7.375
C 5.806 -1.764 1.766
C 4.693 -1.802 2.613
C 3.474 -1.303 2.156
C 3.386 -0.713 0.887
P 1.872 0.223 0.469
C 0.634 -1.032 0.846
C -0.078 -1.005 2.044
C -0.951 -2.048 2.368
C -1.024 -3.170 1.539
C -0.288 -3.212 0.346
C 0.507 -2.128 -0.023
C 2.131 1.524 1.801
C 3.336 2.274 1.346
N 4.263 2.907 1.025
O 1.803 0.791 -0.904
C 4.483 -0.695 0.027
C 5.695 -1.230 0.476
H 6.763 -2.140 2.124
H 4.764 -2.195 3.629
H 2.604 -1.335 2.815
H 0.038 -0.159 2.716
H -1.563 -1.968 3.270
H -1.672 -4.004 1.810
H -0.353 -4.082 -0.309
H 1.044 -2.121 -0.975
H 2.384 0.938 2.710
H 4.390 -0.242 -0.963
H 6.564 -1.205 -0.181
F -1.302 1.657 2.597
C -0.597 2.491 1.741
F -1.209 3.724 1.742
S 1.060 2.794 2.452
N -2.042 1.441 -1.229
C -2.717 2.511 -1.810
O -2.535 3.713 -1.655
C -3.786 1.937 -2.711
C -3.697 0.570 -2.630
C -4.571 -0.254 -3.344
C -5.545 0.348 -4.163
C -5.640 1.756 -4.237
C -4.754 2.562 -3.500
C -2.577 0.241 -1.666
O -2.263 -0.909 -1.361
H -0.591 2.050 0.736
H -4.490 -1.337 -3.258
H -6.236 -0.263 -4.746
H -6.405 2.214 -4.866
H -4.809 3.650 -3.517

***

no.,LUMO energy (eV),HOMO energy (eV)
1,-6.7,-13.235
2,-4.5,-13.924
3,3.8,-1.458
4,0.3,-8.946
5,-1.6,-9.614
6,1.0,-8.938
7,0.3,-8.797
8,2.4,-5.010